(1)
The following is a DFT calculation (wB97M-V/def2-TZVPD) of C22H40Br6F6N4O8 as an isolated structure in a non-equilibrium geometry.

* electronic energy: -482361.684 eV
* 2S+1: 2
* ⟨S²⟩: 0.753
* net charge: -1

The geometry in XYZ format:
```
86
Properties=species:S:1:pos:R:3:forces:R:3:lowdin_spin:R:1
C -2.626037 -2.551742 -4.450148 -0.877 0.422 -0.378 0.001
C -2.347255 -1.905401 -5.819519 2.049 1.486 2.115 0.000
O -1.424197 -1.080589 -5.954873 -1.341 -1.818 -0.208 0.001
N -3.215815 -2.174531 -6.800383 -1.036 -0.269 1.124 0.000
C -2.988453 -1.661659 -8.078111 0.342 -1.286 -2.251 0.000
H -3.258003 -3.438087 -4.505819 0.202 -0.228 -0.224 0.000
H -3.263609 -1.816874 -3.958654 0.052 0.181 0.299 0.002
H -1.783469 -2.725963 -3.780936 0.222 0.171 -0.547 0.000
H -4.171084 -2.454096 -6.628917 0.470 -0.225 0.573 0.000
H -2.665527 -0.625774 -8.181821 -0.463 -0.041 0.143 0.000
H -3.845100 -2.029705 -8.642729 -0.350 1.121 -0.416 0.000
H -2.248198 -2.328002 -8.520952 0.777 0.486 -0.246 0.000
C 0.584503 6.519479 0.721428 0.205 -0.074 1.229 0.009
C 0.385029 6.339471 2.244989 0.767 -1.354 -2.102 0.001
O 0.663934 7.147493 3.048660 1.571 4.751 2.415 0.000
N -0.058180 5.202940 2.756544 -1.795 -2.475 -1.232 0.000
C -0.802616 4.247849 1.951900 -0.401 -0.329 0.017 0.003
H -0.335304 7.038308 0.451486 -0.001 -0.423 -0.868 0.002
H 0.861976 5.595798 0.213569 -0.906 -0.088 -0.202 0.009
H 1.425762 7.178053 0.505378 -0.146 0.283 0.535 0.001
H -0.220571 5.220484 3.753247 0.101 0.100 -0.209 0.000
H -1.579149 3.818754 2.585130 0.355 -0.607 0.057 0.000
H -0.145957 3.525626 1.466826 -0.162 -0.390 0.303 0.000
H -1.397175 4.655645 1.134399 0.255 0.652 -0.033 0.002
C 0.974369 -1.533582 -2.143835 -1.488 1.250 1.204 0.002
C 1.513885 -1.015386 -0.820863 1.368 0.351 -1.350 0.001
O 2.435446 -1.674195 -0.351263 0.458 -0.442 1.041 0.000
N 1.039475 0.065180 -0.180423 -0.342 -1.628 -0.832 0.000
C 1.460752 0.261323 1.160675 -0.110 1.708 0.644 0.001
H -0.033392 -1.118476 -2.157867 -0.613 -0.682 -0.262 0.002
H 1.051788 -2.590255 -1.887838 -0.399 -0.083 -1.076 0.000
H 1.343954 -1.189441 -3.109795 0.875 -0.201 0.410 0.000
H 0.342120 0.682913 -0.570578 -0.151 0.199 -0.469 0.000
H 2.368553 0.864495 1.173714 0.127 -0.193 0.196 0.001
H 1.613497 -0.605405 1.803752 -0.169 -0.218 -0.494 0.000
H 0.658488 0.880150 1.562576 0.214 0.049 0.638 0.000
C -0.737843 -0.822350 6.423908 0.781 0.977 0.568 0.000
C -0.455837 -0.864339 4.959800 1.802 -0.905 0.525 0.000
O 0.634205 -0.560548 4.480986 -0.236 0.655 0.339 0.000
N -1.402283 -1.401187 4.235835 -2.602 -1.044 -2.486 0.000
C -1.368426 -1.597819 2.806673 1.161 -0.880 -1.866 0.001
H -1.662570 -1.257358 6.803041 0.012 0.119 -0.319 0.000
H -0.673683 0.249161 6.613259 -0.398 0.129 0.557 0.000
H 0.120498 -1.228719 6.958892 -0.066 -0.213 -0.108 0.000
H -2.267104 -1.759019 4.615489 0.390 0.341 0.572 0.000
H -2.058841 -1.051929 2.163674 -0.329 0.353 0.661 0.001
H -1.438044 -2.639907 2.494732 -0.867 -0.479 0.688 0.000
H -0.408768 -1.480639 2.303256 0.415 1.008 0.844 0.000
C 4.274857 -4.151912 2.681888 -1.245 0.396 -0.256 0.000
C 2.837991 -3.615704 2.603413 1.793 1.964 -0.204 0.000
O 1.878467 -4.577705 2.868471 -2.315 -1.683 1.040 0.000
C 1.452007 -4.789596 4.115679 1.410 0.734 0.702 0.000
O 1.955529 -4.348508 5.123445 -0.760 -0.286 -0.872 0.000
C 0.255277 -5.774572 4.181395 1.325 -0.590 0.304 0.000
F -0.900573 -5.097790 4.445418 1.083 -1.310 -0.282 0.000
F 0.215195 -6.464324 3.039569 -1.097 0.305 0.137 0.000
F 0.539975 -6.726661 5.146880 -1.033 1.533 -0.692 0.000
H 4.900262 -3.351069 2.287417 0.206 -0.271 -0.131 0.000
H 4.267264 -5.035264 2.043348 0.668 -0.088 0.157 0.000
H 4.556193 -4.342830 3.717504 0.015 -0.277 -0.140 0.000
H 2.592290 -3.239331 1.610399 0.231 -0.156 -0.132 0.000
H 2.760550 -2.750780 3.262200 -0.351 -0.106 0.316 0.000
C -3.003788 5.618477 -2.959238 0.566 -0.413 -0.039 0.006
C -2.199276 4.496940 -2.227660 -1.476 0.617 0.276 0.018
O -1.131762 4.093020 -3.013965 -1.458 2.252 -1.861 0.106
C -0.314313 3.091596 -2.661262 3.078 0.007 -0.037 0.396
O -0.665296 2.313462 -1.752427 -0.198 -2.316 1.533 0.253
C 0.922409 2.897200 -3.614560 -4.586 2.876 2.205 0.069
F 0.900737 3.974679 -4.468987 0.915 -0.667 -0.204 0.014
F 2.078183 2.908450 -2.941351 0.793 -0.586 -0.384 0.037
F 0.800554 1.798772 -4.329545 1.004 -1.305 -0.894 0.029
H -2.291397 6.424346 -3.135838 -0.038 0.054 -0.329 0.001
H -3.813417 6.064116 -2.381310 0.082 -0.287 0.561 0.001
H -3.482581 5.330540 -3.895156 0.375 -0.266 -0.163 0.001
H -2.837775 3.695206 -1.856642 -0.057 -0.491 -0.626 0.002
H -1.961486 4.973271 -1.276524 1.103 0.209 0.382 0.009
C 0.861748 -5.187972 -4.890999 0.074 0.281 -0.694 0.000
Br 2.282016 -4.654516 -3.676857 -0.540 -0.435 -0.418 0.000
Br 1.140234 -6.848640 -5.838184 0.252 -0.493 0.520 0.000
Br 0.643991 -3.895487 -6.328799 -0.144 0.370 0.549 0.000
H -0.086864 -5.293734 -4.364654 0.390 0.212 0.033 0.000
C 2.263218 2.311713 4.703128 0.875 0.636 -0.037 0.003
Br 2.461243 3.044525 2.864373 -0.035 -0.429 1.444 0.010
Br 1.814140 3.712380 6.002401 -0.087 -0.253 -0.505 0.002
Br 3.976877 1.511957 5.305266 -0.931 0.135 -0.444 0.001
H 1.461578 1.575599 4.763274 0.388 -0.096 -0.333 0.000
```
Positions in Å, forces in eV/Å.


(2)
The following is a DFT calculation (wB97M-V/def2-TZVPD) of C9H13NO4S as an isolated structure in a non-equilibrium geometry.

* electronic energy: -30055.894 eV
* ΔE to the lowest compared entry with this formula, charge and spin: 0.0 kJ/mol

The geometry in XYZ format:
```
28
Properties=species:S:1:pos:R:3:forces:R:3:nbo_charge:R:1
C -0.353205 1.187995 -2.632654 -1.049 -0.158 -1.228 -0.224
C 1.708449 0.089214 -2.348765 -0.558 0.597 -1.135 -0.192
C -0.596089 1.130917 -1.295545 0.717 -0.754 1.208 -0.189
C 1.477098 -0.001831 -0.998867 1.336 -0.507 -0.276 -0.211
C 0.806442 0.745357 -3.193275 1.430 -1.983 -1.039 -0.028
C 0.378708 0.548584 -0.414970 -1.373 1.630 -3.057 -0.084
C 0.992771 0.606300 -4.734751 -0.056 0.055 0.233 -0.638
C 0.197861 0.679862 0.949709 -1.454 -1.928 4.448 -0.645
C -0.798590 -2.554485 2.035781 1.483 1.573 0.762 0.663
N -1.962734 0.318939 4.128802 -0.091 1.677 -0.190 -0.956
O 2.396261 -0.329248 2.055022 -2.278 -0.898 0.058 -0.875
O 0.314802 -0.088229 3.429481 1.745 0.042 -0.675 -0.983
O 0.512657 -2.254407 2.163883 -1.377 0.759 -0.883 -0.698
O -1.749275 -1.809166 2.278318 0.969 -1.017 -0.398 -0.693
S 0.931487 -0.340406 2.087452 0.955 1.216 0.680 2.162
H -1.110129 1.299312 -3.399299 -0.617 0.902 0.458 0.205
H 2.523140 -0.389600 -2.853961 0.619 -0.270 0.296 0.203
H -1.553334 1.407706 -0.903773 -0.356 0.262 0.227 0.200
H 2.170476 -0.513371 -0.367865 0.518 -0.260 0.184 0.224
H 0.183787 -0.051643 -5.253889 1.504 0.750 1.165 0.218
H 0.781818 1.640507 -5.179812 1.048 -1.402 0.253 0.221
H 2.074990 0.139876 -4.857680 -2.343 1.315 -0.457 0.221
H -0.850179 0.701168 1.337006 0.644 0.351 -0.594 0.209
H -0.849270 -3.589681 1.700399 -0.581 -0.266 -0.034 0.120
H -2.371739 0.987666 3.466897 0.286 -0.482 -0.219 0.409
H -2.360731 -0.606066 3.910875 -0.054 0.332 0.777 0.464
H -2.069095 0.840088 5.013119 -0.327 -1.437 -0.043 0.417
H -0.826375 0.204643 3.878361 -0.738 -0.099 -0.520 0.479
```
Positions in Å, forces in eV/Å.


(3)
The following is a DFT calculation (wB97M-V/def2-TZVPD) of one molecule with the formula C4H9NO.

* electronic energy: -7831.666 eV
* ΔE to the lowest compared entry with this formula, charge and spin: 63.1 kJ/mol
* SMILES string: CCN(C)C=O

The geometry in XYZ format:
```
15
Properties=species:S:1:pos:R:3:forces:R:3:nbo_charge:R:1
C 1.845284 0.077567 0.065789 0.034 0.010 0.049 -0.620
C 0.593464 0.220509 -0.794837 0.061 -0.001 -0.129 -0.218
N -0.635960 0.110552 -0.019200 -0.015 0.210 0.134 -0.438
C -1.360616 -1.139970 -0.024116 -0.078 -0.104 0.018 -0.399
C -1.020057 1.166178 0.742022 0.052 -0.002 -0.059 0.532
O -0.421077 2.223860 0.810915 -0.165 -0.267 -0.035 -0.623
H 2.745238 0.089793 -0.558227 -0.138 0.003 0.081 0.213
H 1.832956 -0.861610 0.630194 -0.003 0.112 -0.095 0.200
H 1.900672 0.910400 0.771996 0.008 -0.142 -0.083 0.231
H 0.560771 -0.551660 -1.571458 -0.004 0.107 0.108 0.193
H 0.592939 1.196288 -1.290290 0.016 -0.115 0.065 0.221
H -0.731956 -1.967390 0.328478 -0.082 0.124 -0.042 0.195
H -1.718368 -1.382564 -1.032491 0.059 0.035 0.143 0.196
H -2.228116 -1.063547 0.637713 0.135 -0.006 -0.088 0.211
H -1.955172 0.971589 1.303519 0.120 0.035 -0.068 0.106
```
Positions in Å, forces in eV/Å.


(4)
The following is a DFT calculation (wB97M-V/def2-TZVPD) of a 5-piece molecular cluster, H9O5 overall.

* electronic energy: -10385.021 eV
* ΔE to the lowest compared entry with this formula, charge and spin: 53.4 kJ/mol
* net charge: -1

The geometry in XYZ format:
```
14
Properties=species:S:1:pos:R:3:forces:R:3:nbo_charge:R:1
O 1.000254 0.398523 0.038209 -0.429 0.614 0.559 -1.267
H 1.276195 1.303138 -0.104820 0.465 -0.129 -0.551 0.434
O 0.502031 -1.916893 -0.664963 0.365 0.271 0.016 -1.062
H 1.152136 -2.303263 -1.265685 -0.227 0.256 0.286 0.454
H 0.868316 -0.978147 -0.364893 -0.185 -0.701 -0.551 0.525
O -0.636806 0.663990 -2.203067 -0.086 -0.299 0.155 -1.011
H -0.880399 -0.255859 -2.352782 -0.028 0.021 -0.134 0.456
H -0.122255 0.558076 -1.359489 0.194 0.298 0.047 0.510
O 0.297077 2.385009 1.952342 -0.254 -0.001 0.303 -0.993
H 0.463173 1.585771 1.399135 0.027 -0.105 -0.024 0.516
H 0.887489 3.072696 1.643994 0.120 -0.089 -0.159 0.446
O -1.541127 -1.762769 1.403648 -0.368 0.244 -0.391 -0.964
H -1.004253 -1.615190 0.604327 0.316 -0.340 0.240 0.505
H -2.261832 -1.135076 1.274042 0.091 -0.041 0.204 0.451
```
Positions in Å, forces in eV/Å.


> electronic energy of number 4 (H9O5)?

-10385.021 eV


> Look up the electronic energy of the third one.

-7831.666 eV


> What is the electronic energy in the second record?

-30055.894 eV


> What is the electronic energy in the fourth record?

-10385.021 eV